(1)
Formula: C53H87B2GeHgN12S6Se
Source: OMol25
Level of theory: ωB97M-V/def2-TZVPD

```
163
Properties=species:S:1:pos:R:3:lowdin_spin:R:1
Hg 1.2565 0.0468 0.7144 0.03
C -2.1256 -4.2193 0.1707 0.00
C -2.4099 -2.9007 -0.4727 0.01
C -3.2085 -2.7938 -1.5891 0.12
C -3.4000 -1.5277 -2.1844 0.00
N -2.8635 -0.4506 -1.6893 0.09
N -2.1427 -0.5239 -0.5476 0.05
B -1.7092 0.7347 0.0093 0.23
N -1.6469 1.9170 -0.9097 0.03
N -2.8258 2.5443 -0.8994 0.01
C -2.9948 3.6498 -1.5586 0.00
C -1.8975 4.2598 -2.2171 0.00
C -0.6822 3.6438 -2.2225 0.00
C 0.5351 4.2859 -2.7966 0.00
C -0.5562 2.3591 -1.5941 0.01
S 0.8983 1.5069 -1.6461 0.06
C -4.4175 4.1908 -1.5458 0.00
C -4.5258 5.5398 -2.2536 0.00
C -5.3153 3.1666 -2.2564 0.00
C -4.8818 4.3196 -0.0880 0.00
N -2.0550 1.0391 1.4212 0.03
N -3.2107 0.4891 1.8237 0.02
C -3.6880 0.7642 2.9974 0.00
C -2.9698 1.5732 3.9161 0.02
C -1.7714 2.1065 3.5425 0.00
C -0.9128 2.9028 4.4667 0.00
C -1.3189 1.8626 2.2126 0.03
S 0.0759 2.5605 1.5839 0.03
C -5.0478 0.1692 3.3316 0.00
C -4.8368 -0.9267 4.3851 0.00
C -5.9650 1.2713 3.8763 0.00
C -5.6820 -0.4387 2.0777 0.00
C -1.8594 -1.7196 0.0649 0.12
S -0.8219 -1.7298 1.4031 0.07
C -4.3545 -1.3127 -3.3523 0.00
C -3.7898 -0.2617 -4.3121 0.00
C -4.6292 -2.6083 -4.1166 0.00
C -5.6624 -0.7941 -2.7319 0.00
H -2.3367 -5.0458 -0.5076 0.00
H -2.7413 -4.3330 1.0658 0.00
H -1.0825 -4.2567 0.4855 0.00
H -3.6578 -3.6822 -2.0062 0.01
H -1.9999 5.2325 -2.6768 0.00
H 0.3128 5.2935 -3.1446 0.00
H 0.9365 3.6948 -3.6198 0.00
H 1.3102 4.3211 -2.0293 0.00
H -4.2330 5.4531 -3.3011 0.00
H -3.8990 6.2913 -1.7710 0.00
H -5.5578 5.8889 -2.2219 0.00
H -5.0206 3.0422 -3.3001 0.00
H -6.3546 3.4979 -2.2248 0.00
H -5.2354 2.2035 -1.7548 0.00
H -4.2859 5.0603 0.4484 0.00
H -4.7738 3.3591 0.4144 0.00
H -5.9298 4.6214 -0.0520 0.00
H -3.3526 1.7523 4.9117 0.00
H -1.3599 2.9665 5.4574 0.00
H -0.7548 3.9047 4.0667 0.00
H 0.0650 2.4217 4.5384 0.00
H -4.3803 -0.5162 5.2873 0.00
H -4.1763 -1.6980 3.9862 0.00
H -5.7894 -1.3848 4.6556 0.00
H -5.6104 1.6476 4.8364 0.00
H -6.9726 0.8797 4.0182 0.00
H -6.0150 2.1049 3.1738 0.00
H -5.0333 -1.2025 1.6527 0.00
H -5.8362 0.3273 1.3172 0.00
H -6.6446 -0.8860 2.3302 0.00
H -2.8483 -0.6081 -4.7394 0.00
H -3.5974 0.6669 -3.7769 0.00
H -4.4978 -0.0751 -5.1213 0.00
H -3.6984 -3.0503 -4.4765 0.00
H -5.2656 -2.3963 -4.9761 0.00
H -5.1490 -3.3372 -3.4941 0.00
H -5.4671 0.1314 -2.1925 0.00
H -6.0708 -1.5217 -2.0277 0.00
H -6.4073 -0.6027 -3.5064 0.00
C 0.9150 -3.6732 6.2747 0.00
C 0.3962 -3.1619 4.9238 0.00
C -0.3977 -4.2544 4.2006 0.00
C -0.5430 -1.9870 5.1784 0.00
N 1.5891 -2.8158 4.1019 0.00
C 2.5183 -3.8054 3.8196 0.00
C 3.5828 -3.2273 3.2455 0.00
N 3.3421 -1.8758 3.1532 0.00
B 4.5002 -0.9410 2.7205 0.00
N 4.9409 -1.2406 1.2672 0.00
C 6.2121 -0.8897 0.8806 0.00
C 6.4092 -1.3256 -0.3722 0.00
N 5.2522 -1.9647 -0.7863 0.00
C 4.3376 -1.8664 0.2294 0.00
S 2.7078 -2.3644 0.2101 0.01
C 5.2539 -2.6491 -2.1084 0.00
C 5.5065 -1.5849 -3.1805 0.00
C 3.9506 -3.3679 -2.4360 0.00
C 6.3745 -3.6965 -2.0707 0.00
N 4.2154 0.5669 2.9237 0.00
C 4.3353 1.1276 4.1715 0.00
C 4.1648 2.4531 4.0599 0.00
N 3.9303 2.7441 2.7261 0.00
C 3.9431 1.5579 2.0428 0.00
S 3.6640 1.2845 0.3784 0.00
C 3.8434 4.1727 2.3022 0.00
C 2.7469 4.8415 3.1376 0.00
C 5.2209 4.7919 2.5719 0.00
C 3.4873 4.3660 0.8314 0.00
C 2.1048 -1.6294 3.6445 0.00
S 1.3808 -0.0878 3.6033 0.01
H 0.0733 -3.9163 6.9225 0.00
H 1.5196 -2.9087 6.7641 0.00
H 1.5254 -4.5681 6.1565 0.00
H -1.2762 -4.5083 4.7937 0.00
H 0.1908 -5.1596 4.0533 0.00
H -0.7241 -3.8849 3.2299 0.00
H -1.3533 -2.3308 5.8242 0.00
H -0.9701 -1.6254 4.2469 0.00
H -0.0321 -1.1630 5.6666 0.00
H 2.3362 -4.8422 4.0275 0.00
H 4.4928 -3.6676 2.8804 0.00
H 5.4346 -1.2140 3.4329 0.00
H 6.8600 -0.3387 1.5377 0.00
H 7.2736 -1.2265 -0.9994 0.00
H 4.7110 -0.8395 -3.1526 0.00
H 5.5209 -2.0443 -4.1685 0.00
H 6.4549 -1.0700 -3.0310 0.00
H 3.1217 -2.6701 -2.4957 0.00
H 3.7203 -4.1193 -1.6854 0.00
H 4.0617 -3.8623 -3.4029 0.00
H 7.3583 -3.2499 -1.9330 0.00
H 6.3813 -4.2618 -3.0022 0.00
H 6.1952 -4.3998 -1.2566 0.00
H 4.5241 0.5262 5.0414 0.00
H 4.1925 3.2077 4.8217 0.00
H 2.9434 4.7834 4.2075 0.00
H 1.7955 4.3545 2.9262 0.00
H 2.6702 5.8930 2.8611 0.00
H 5.4671 4.7728 3.6336 0.00
H 5.2396 5.8249 2.2258 0.00
H 5.9901 4.2324 2.0375 0.00
H 2.5294 3.9026 0.6056 0.00
H 4.2396 3.9451 0.1729 0.00
H 3.4049 5.4375 0.6402 0.00
C 3.3860 -0.9491 -6.9294 0.00
Ge 1.6260 -1.1513 -6.0455 0.00
C 0.3647 0.1702 -6.7938 0.00
C 0.9092 -2.9726 -6.3141 0.00
C 1.8057 -0.8256 -4.0988 0.00
Se 0.2416 -1.4866 -3.1246 0.00
C 0.9960 -3.1939 -2.5541 0.00
H 3.2959 -1.0903 -8.0060 0.00
H 4.1042 -1.6740 -6.5483 0.00
H 3.7772 0.0517 -6.7482 0.00
H -0.0705 -0.1959 -7.7235 0.00
H 0.8744 1.1104 -7.0047 0.00
H -0.4450 0.3697 -6.0914 0.00
H 0.5812 -3.1132 -7.3439 0.00
H 0.0556 -3.1248 -5.6541 0.00
H 1.6589 -3.7311 -6.0882 0.00
H 1.8576 0.2411 -3.8856 0.00
H 2.6784 -1.3003 -3.6508 0.00
H 1.6406 -3.5734 -3.3451 0.00
H 0.1690 -3.8790 -2.3824 0.00
H 1.5590 -3.0501 -1.6334 0.00
```

The spin multiplicity is 2. Its HOMO-LUMO gap (alpha / beta) is 0.194 / 0.234 Eh. The largest force on an atom is 0.91 eV/A. The energy above the lowest of the compared OMol25 structures with the same formula, charge and spin comes out at 10.9 kcal per mole.



(2)
Formula: C49H58BrF9IN10O12
Source: OMol25
Level of theory: ωB97M-V/def2-TZVPD

```
140
Properties=species:S:1:pos:R:3:lowdin_charge:R:1
C 0.3205 -1.3704 1.1512 -0.08
C 0.4287 0.1386 0.8974 -0.30
C 0.7465 1.3611 1.7986 -0.42
I 0.5914 2.9556 0.2527 1.25
N 0.1525 1.6919 3.1940 0.07
C 0.9354 0.8835 4.1909 -0.36
F 0.3389 0.8608 5.3724 0.19
F 2.1198 1.5064 4.4037 0.16
C 1.4933 -0.5664 3.9970 -0.31
F 0.5548 -1.4975 3.8997 0.16
F 2.3733 -0.6636 2.9851 0.15
C 2.4025 -1.0199 5.2451 -0.32
F 2.0880 -2.2887 5.5357 0.17
F 2.2428 -0.3525 6.3939 0.16
C 3.9503 -1.0816 4.9579 -0.53
F 4.4965 -1.2939 6.1808 0.16
F 4.2939 -2.1437 4.2411 0.20
F 4.4772 0.0550 4.5165 0.19
C 0.5079 3.1681 3.4623 -0.21
O 1.7914 3.5412 3.0274 -0.02
C 1.9861 4.7099 2.5068 -0.38
N 2.0707 5.7861 2.0192 0.23
C 0.2298 3.7775 4.8329 -0.36
C 1.4194 3.7196 5.8347 -0.19
C 1.6013 4.8280 6.8862 -0.24
C 2.4246 4.3312 8.0927 -0.19
C 3.7312 3.5777 7.7383 -0.26
N 3.8447 2.2880 8.4618 0.00
C 0.0058 5.2898 4.6471 -0.15
O -0.7153 5.5223 3.4425 -0.23
C -0.7374 6.8729 3.0439 -0.09
N -1.0350 3.2882 5.3981 -0.35
Br -1.1352 3.2344 7.2593 1.02
C -1.9577 2.3669 4.6738 -0.38
O -2.2377 1.3637 5.6540 -0.13
C -3.3350 3.1121 4.6376 -0.08
C -3.5164 4.4800 4.0220 -0.38
C -3.7867 4.7840 2.5536 -0.02
N -3.5078 5.4427 4.8524 0.17
C -1.3925 1.6073 3.3597 -0.16
C -1.8124 0.1220 3.5299 -0.10
C -3.2764 -0.2140 3.4661 -0.19
N -3.6541 -1.0428 2.5865 0.16
C -2.1984 2.0989 2.1570 -0.12
C -2.4768 1.2747 0.8778 -0.26
O -3.8659 1.2452 0.5594 -0.05
H 0.0230 -1.8225 0.2067 0.09
H -0.4077 -1.7497 1.8614 0.06
H 1.2476 -1.8898 1.3674 0.08
H -0.3109 0.3498 0.1401 0.04
H 1.2891 0.1658 0.2228 0.10
H 1.8133 1.4199 1.9304 0.08
H -0.2196 3.6925 2.8389 0.11
H 2.3615 3.6890 5.2999 0.11
H 1.4210 2.7773 6.3786 0.08
H 2.1691 5.6445 6.4415 0.12
H 0.6974 5.2652 7.2932 0.07
H 1.7661 3.7748 8.7577 0.10
H 2.7014 5.2365 8.6303 0.11
H 3.8724 3.4275 6.6740 0.10
H 4.5612 4.1759 8.1034 0.11
H 3.6573 2.5141 9.4324 0.06
H 3.0471 1.7224 8.1876 0.05
H 0.9471 5.8267 4.5256 0.12
H -0.5639 5.6792 5.4841 0.13
H 0.0817 7.4685 3.4461 0.10
H -1.6723 7.3661 3.3160 0.09
H -0.6482 6.9033 1.9618 0.09
H -3.1719 1.1432 5.6474 0.09
H -4.1157 2.4453 4.2529 0.12
H -3.6527 3.2463 5.6649 0.11
H -2.8879 4.8915 1.9558 0.07
H -4.3916 5.6789 2.4877 0.09
H -4.4274 3.9952 2.1508 0.08
H -3.6447 6.3291 4.3734 0.06
H -1.3843 -0.4018 2.6792 0.08
H -1.3956 -0.3639 4.4044 0.12
H -4.0235 0.1879 4.1484 0.12
H -4.6587 -1.1816 2.6736 0.08
H -1.9216 3.0977 1.8312 0.07
H -3.2296 2.2588 2.4449 0.09
H -2.1713 0.2376 0.8784 0.10
H -2.0045 1.7219 0.0046 0.07
H -4.1423 2.1523 0.4064 0.09
C 3.5837 -4.5764 -3.6828 -0.06
C 4.1926 -3.3290 -3.6156 -0.06
C 3.4236 -2.1888 -3.4606 -0.01
C 2.0473 -2.3175 -3.3709 -0.15
C 1.4243 -3.5509 -3.4425 0.00
C 2.2022 -4.6858 -3.6007 -0.05
N 1.2283 -1.1155 -3.1842 -0.35
O 1.7939 -0.0400 -3.1351 0.06
O 0.0260 -1.2560 -3.0775 0.06
H 4.1893 -5.4653 -3.7995 0.11
H 5.2689 -3.2487 -3.6822 0.11
H 3.8963 -1.2192 -3.4093 0.12
H 0.3507 -3.6418 -3.3770 0.09
H 1.7293 -5.6562 -3.6570 0.12
C -3.5894 -1.1371 -7.7210 -0.06
C -4.3360 -2.3092 -7.7670 -0.06
C -3.9634 -3.3893 -6.9835 0.00
C -2.8524 -3.2779 -6.1672 -0.14
C -2.0956 -2.1208 -6.1175 -0.01
C -2.4702 -1.0444 -6.9023 -0.07
N -2.4717 -4.4151 -5.3206 -0.34
O -3.1370 -5.4242 -5.3891 0.09
O -1.5062 -4.2773 -4.5930 0.05
H -3.8825 -0.2906 -8.3281 0.11
H -5.1946 -2.3692 -8.4015 0.08
H -4.5384 -4.3007 -7.0123 0.11
H -1.2284 -2.0503 -5.4771 0.10
H -1.8917 -0.1310 -6.8738 0.11
C -8.6632 -8.2381 -7.8701 -0.07
C -8.6639 -6.9795 -7.2839 -0.06
C -7.8309 -5.9867 -7.7719 0.00
C -7.0090 -6.2712 -8.8474 -0.14
C -6.9908 -7.5211 -9.4388 0.00
C -7.8249 -8.5091 -8.9434 -0.06
N -6.1406 -5.2161 -9.3829 -0.33
O -6.1598 -4.1291 -8.8302 0.03
O -5.4531 -5.4795 -10.3416 0.10
H -9.3189 -9.0101 -7.4899 0.11
H -9.3163 -6.7710 -6.4475 0.11
H -7.8306 -5.0074 -7.3168 0.12
H -6.3404 -7.7298 -10.2751 0.12
H -7.8240 -9.4905 -9.3964 0.11
C 9.2806 0.3199 -4.7926 -0.07
C 8.2688 0.1762 -5.7328 -0.07
C 7.9377 -1.0819 -6.2093 -0.01
C 8.6262 -2.1817 -5.7313 -0.15
C 9.6405 -2.0560 -4.8002 0.00
C 9.9677 -0.7945 -4.3302 -0.06
N 8.2625 -3.5210 -6.2181 -0.36
O 7.3820 -3.5981 -7.0490 0.08
O 8.8608 -4.4696 -5.7573 0.08
H 9.5342 1.3033 -4.4191 0.11
H 7.7361 1.0451 -6.0936 0.11
H 7.1519 -1.1956 -6.9413 0.12
H 10.1725 -2.9239 -4.4400 0.12
H 10.7576 -0.6806 -3.6008 0.11
```

As for the total charge: +1. The spin multiplicity is 1. Its HOMO-LUMO gap is 0.279 Eh. The largest force on an atom is 3.94 eV/A.



(3)
Formula: C5H13N2S
Source: OMol25
Level of theory: ωB97M-V/def2-TZVPD

```
21
Properties=species:S:1:pos:R:3:nbo_charge:R:1
C 0.6475 -1.7847 1.6048 -0.63
C 0.0048 -0.9586 0.4805 -0.07
C -1.4072 -1.4237 0.1405 -0.52
S -1.3252 -2.8285 -1.0476 -0.74
N 0.0101 0.4955 0.8678 -0.65
C 0.7773 1.3550 0.0330 -0.22
C 0.4350 1.2415 -1.4448 -0.24
N -0.6181 2.1963 -1.8722 -0.87
H -0.0822 -1.9240 2.3661 0.19
H 0.8933 -2.7454 1.1632 0.24
H 1.4743 -1.2832 2.1110 0.18
H 0.6394 -1.1074 -0.3868 0.19
H -1.9306 -0.5574 -0.2707 0.18
H -1.9219 -1.7272 1.0505 0.17
H 0.2690 0.4990 1.8417 0.35
H 1.8791 1.2632 0.1966 0.13
H 0.6656 2.4090 0.3282 0.18
H 1.3209 1.4287 -2.0472 0.18
H 0.0116 0.2891 -1.7097 0.23
H -0.2772 3.1214 -2.0502 0.35
H -1.4655 2.0414 -1.3545 0.37
```

As for the total charge: -1. The spin multiplicity is 1. Its HOMO-LUMO gap is 0.220 Eh. As for the structure (SMILES): C[C@@H](C[S-])NCCN. The largest force on an atom is 1.84 eV/A. The energy above the lowest of the compared OMol25 structures with the same formula, charge and spin comes out at 21.3 kcal per mole.



(4)
Formula: C4H8O2
Source: OMol25
Level of theory: ωB97M-V/def2-TZVPD

```
14
Properties=species:S:1:pos:R:3:nbo_charge:R:1
C 1.1697 -0.6908 1.1082 -0.58
C 0.3310 0.2765 1.4681 0.19
O -0.9716 0.1465 1.7983 -0.67
H 0.8085 -1.6999 0.9397 0.20
H 2.2071 -0.4757 0.9077 0.21
H 0.6253 1.3126 1.5698 0.18
H -1.1873 -0.7950 1.8109 0.48
C -1.3004 0.7897 -1.1820 -0.51
C -0.0917 0.3334 -1.4693 0.14
O 0.1328 -0.9833 -1.7430 -0.69
H -2.1429 0.1174 -1.0749 0.21
H -1.4525 1.8356 -0.9768 0.21
H 0.7840 0.9814 -1.5252 0.17
H 1.0722 -1.1530 -1.6171 0.48
```

The spin multiplicity is 1. Its HOMO-LUMO gap is 0.357 Eh. As for the structure (SMILES): C=CO.C=CO. The largest force on an atom is 0.54 eV/A. The energy above the lowest of the compared OMol25 structures with the same formula, charge and spin comes out at 58.7 kcal per mole.